[1]
Here is the molecule C4H5NO in a non-equilibrium geometry from the OMol25 dataset. Energies are from wB97M-V/def2-TZVPD.

Orbital gap in eV: 11.15
SMILES: N#CCCC=O
Relative energy (zero: lowest compared OMol25 entry of this formula, charge and spin) in kJ/mol: 60.1

ORCA input file:
```
! wB97M-V def2-TZVPD RIJCOSX def2/J DEFGRID3
* xyz 0 1
O 1.276 -1.560 -0.018
N 0.329 1.252 -2.496
C -0.922 0.096 -0.503
C 1.008 -0.789 0.870
C -0.217 0.726 -1.623
C -0.139 0.193 0.808
H -1.093 -0.956 -0.754
H 0.256 1.205 0.965
H -1.897 0.583 -0.402
H 1.597 -0.774 1.809
H -0.800 -0.009 1.662
*
```

[2]
Here is a cluster of 2 separate species, C2H3BrOS in total in a non-equilibrium geometry from the OMol25 dataset. Energies are from wB97M-V/def2-TZVPD.

Orbital gap (alpha / beta) in eV: 8.21 / 6.75
⟨S²⟩: 2.017
Relative energy (zero: lowest compared OMol25 entry of this formula, charge and spin) in kJ/mol: 102.4

ORCA input file:
```
! wB97M-V def2-TZVPD RIJCOSX def2/J DEFGRID3
* xyz 0 3
Br -3.590 0.404 0.129
S 0.315 2.554 0.310
O -0.508 -2.389 0.467
C -1.682 -0.473 -0.413
C -1.090 -1.592 -0.165
H -1.469 -0.226 -1.315
H 0.157 3.865 0.305
H 0.026 2.603 -1.017
*
```

[3]
Here is a cluster of 8 separate species, C6H24O7 in total in a non-equilibrium geometry from the OMol25 dataset. Energies are from wB97M-V/def2-TZVPD.

Orbital gap in eV: 8.63
SMILES: C=CC=C(C)C.O.O.O.O.O.O.O
Relative energy (zero: lowest compared OMol25 entry of this formula, charge and spin) in kJ/mol: 219.2

ORCA input file:
```
! wB97M-V def2-TZVPD RIJCOSX def2/J DEFGRID3
* xyz 0 1
O 2.674 -0.643 -0.234
O -1.237 -0.637 -3.184
O 1.615 -0.094 -3.002
O -2.500 0.374 3.145
O 0.569 -2.019 -1.363
O 0.808 -4.407 -0.045
O 2.555 2.046 -0.117
C -0.478 0.376 1.213
C -0.750 1.659 0.952
C -1.782 2.287 0.136
C -1.111 -0.841 0.647
C -1.723 3.573 -0.205
C 0.404 0.023 2.368
H -0.079 2.380 1.460
H 1.381 -0.895 -2.479
H 1.826 -0.905 -0.626
H -0.154 -1.895 -2.000
H -2.513 3.866 -0.889
H -0.260 -1.497 0.326
H 0.805 -2.959 -1.244
H 1.660 1.784 -0.348
H -1.702 -0.659 -0.275
H 1.108 -0.810 2.131
H -3.051 0.649 2.395
H 1.120 0.788 2.655
H -1.826 -1.368 1.284
H -1.951 1.138 3.359
H 2.557 2.857 0.390
H -2.642 1.673 -0.175
H 2.461 0.238 -2.676
H -0.300 -0.389 -3.259
H -1.082 4.418 -0.021
H 1.743 -4.292 0.204
H 0.312 -4.525 0.785
H 3.039 0.247 -0.334
H -1.282 -1.017 -4.074
H -0.213 -0.522 3.102
*
```

[4]
Here is the molecule C21H23N3O3S from the OMol25 dataset. Energies are from wB97M-V/def2-TZVPD.

Orbital gap in eV: 8.74
SMILES: COc1ccc(CCNC(=O)C[C@@H]2S/C(=N\Cc3ccccc3)NC2=O)cc1
Relative energy (zero: lowest compared OMol25 entry of this formula, charge and spin) in kJ/mol: 41.8

ORCA input file:
```
! wB97M-V def2-TZVPD RIJCOSX def2/J DEFGRID3
* xyz 0 1
S -0.325 0.890 0.913
O -0.603 -2.668 0.244
O 2.095 1.662 -0.926
O 1.052 4.422 0.195
N -0.457 2.943 -0.653
N 4.024 1.156 0.133
N -1.745 1.205 -1.424
C 2.185 1.985 1.454
C -3.690 -0.015 -0.720
C 2.380 -1.683 -1.541
C -4.796 0.201 -1.531
C 0.704 2.326 1.331
C -5.128 0.031 1.209
C 3.316 -1.514 -0.526
C 4.696 -1.003 -0.832
C -2.308 -0.114 -1.314
C 2.742 1.572 0.095
C -0.960 1.669 -0.574
C 2.917 -1.743 0.781
C -3.866 -0.094 0.655
C 4.652 0.525 -1.006
C -1.086 -2.820 1.556
C 1.624 -2.133 1.085
C -6.058 0.326 -0.978
C -6.227 0.239 0.394
C 0.696 -2.296 0.066
C 0.490 3.357 0.229
C 1.091 -2.071 -1.254
H 0.360 -2.199 -2.036
H -6.912 0.491 -1.618
H 3.629 -1.622 1.587
H 0.338 2.734 2.278
H -1.679 -0.763 -0.692
H 4.043 0.786 -1.874
H -4.664 0.273 -2.601
H 2.666 -1.502 -2.566
H 4.472 1.033 1.028
H -0.969 -1.895 2.130
H 2.331 1.182 2.179
H 5.380 -1.256 -0.018
H -7.212 0.335 0.826
H 5.661 0.928 -1.134
H -2.145 -3.052 1.454
H -5.254 -0.035 2.280
H -2.362 -0.517 -2.329
H -0.657 3.487 -1.480
H 2.720 2.877 1.792
H 5.077 -1.447 -1.753
H -0.583 -3.641 2.077
H 1.353 -2.296 2.117
H -3.007 -0.253 1.291
*
```

[5]
Here is the molecule C4H8N2O3 in a non-equilibrium geometry from the OMol25 dataset. Energies are from wB97M-V/def2-TZVPD.

Orbital gap in eV: 10.33
SMILES: C[NH+](C)C(=O)/N=C(\[O-])O
Relative energy (zero: lowest compared OMol25 entry of this formula, charge and spin) in kJ/mol: 168.5

ORCA input file:
```
! wB97M-V def2-TZVPD RIJCOSX def2/J DEFGRID3
* xyz 0 1
O 0.386 -1.806 0.634
O 3.160 1.524 -0.066
O 3.346 -0.658 0.447
N -0.904 0.117 -0.143
N 1.286 0.330 0.029
C -1.535 -0.517 -1.299
C 2.654 0.289 0.170
C 0.485 -0.682 0.267
C -1.785 0.230 1.017
H -2.027 -0.771 1.382
H -1.777 -1.553 -1.051
H -1.273 0.777 1.808
H -2.444 0.016 -1.577
H -0.140 0.974 -0.337
H -0.841 -0.510 -2.138
H -2.703 0.755 0.750
H 4.112 1.484 0.106
*
```

[6]
Here is a structure of composition C4H11NO2 in a non-equilibrium geometry from the OMol25 dataset. Energies are from wB97M-V/def2-TZVPD.

Orbital gap in eV: 9.67
Relative energy (zero: lowest compared OMol25 entry of this formula, charge and spin) in kJ/mol: 520.8

ORCA input file:
```
! wB97M-V def2-TZVPD RIJCOSX def2/J DEFGRID3
* xyz 0 1
O 1.596 -0.159 -0.835
O 0.397 -0.040 -2.715
N 1.520 -0.314 0.609
C -1.807 -0.415 0.877
C 1.477 0.995 1.241
C 0.453 0.258 -1.401
C -0.976 -0.718 -0.376
H 0.874 -0.871 -2.856
H 1.560 0.810 2.311
H 2.332 1.602 0.927
H -0.797 -1.787 -0.517
H -1.632 -0.501 -1.224
H 0.561 1.580 1.063
H 0.346 -0.698 0.499
H -1.337 -0.834 1.767
H 0.144 1.281 -1.198
H -2.806 -0.849 0.799
H -1.906 0.661 1.030
*
```

[7]
Here is a cluster of 4 separate species, C40H45F5N4O2P in total in a non-equilibrium geometry from the OMol25 dataset. Energies are from wB97M-V/def2-TZVPD.

Orbital gap in eV: 6.48

ORCA input file:
```
! wB97M-V def2-TZVPD RIJCOSX def2/J DEFGRID3
* xyz 1 1
P -2.173 -0.881 -2.818
F 0.624 -2.602 -0.874
F 2.909 -2.443 4.969
F 3.136 -0.738 3.685
F -1.509 -2.608 -0.496
F 3.677 -2.682 2.960
O -3.186 1.816 -0.633
O -3.875 2.636 1.746
N -1.044 1.987 -1.668
N 0.223 1.373 -3.513
N -0.595 -0.344 -2.127
N -1.980 -1.961 -3.914
C -3.837 -1.241 7.129
C 2.786 -2.051 3.711
C -3.592 3.179 -0.580
C 3.426 1.254 0.336
C 1.381 -2.187 3.189
C 1.517 -4.449 -5.718
C -1.163 -2.349 2.155
C 0.734 -3.465 -5.130
C 1.873 -1.793 -6.430
C 2.038 -0.177 -1.010
C -0.086 -2.119 1.303
C -3.490 2.910 3.085
C -1.549 -1.498 7.828
C 2.654 -2.777 -7.020
C -1.594 0.210 0.074
C -3.695 3.707 0.859
C 5.122 3.411 -4.278
C -0.476 1.015 -2.398
C 5.300 1.686 -5.947
C 0.324 -2.417 4.055
C -2.479 -1.088 6.882
C 2.474 -4.106 -6.665
C 1.052 1.078 0.767
C 4.352 0.933 -5.270
C 5.685 2.924 -5.450
C -3.334 -2.222 9.265
C 1.202 -2.055 1.817
C 3.286 0.358 -0.714
C -0.446 -0.502 -0.622
C 4.177 2.655 -3.597
C 3.796 1.416 -4.096
C 2.298 1.610 1.066
C -0.344 -1.967 -0.184
C -1.819 1.625 -0.447
C -1.976 -2.067 9.019
C -0.957 -2.512 3.520
C -4.264 -1.806 8.323
C -3.955 4.253 3.644
C 0.903 0.158 -0.270
C 0.912 -2.137 -5.489
H -2.398 2.853 3.169
H 3.066 0.818 -3.561
H -0.286 1.788 -4.277
H 4.156 0.077 -1.286
H -3.905 2.121 3.703
H -2.330 -1.639 -4.811
H -1.252 -2.389 9.756
H -1.778 -2.717 4.188
H 4.388 1.663 0.597
H -0.490 -1.373 7.637
H -2.932 3.839 -1.147
H -0.017 -3.728 -4.396
H 1.227 1.297 -3.547
H -3.925 4.241 4.727
H 3.742 3.031 -2.678
H 5.739 1.308 -6.861
H 2.011 -0.753 -6.705
H -2.538 -0.322 0.040
H 0.225 1.381 1.387
H -4.529 4.406 0.918
H 5.421 4.377 -3.894
H -3.667 -2.667 10.193
H -3.259 5.030 3.331
H 2.418 2.300 1.887
H -2.783 4.262 1.100
H -4.569 3.216 -1.047
H -2.925 -1.387 -1.760
H 4.047 -0.034 -5.651
H 2.046 -1.892 1.166
H -1.499 2.308 0.339
H 0.296 -1.373 -5.031
H 6.425 3.511 -5.977
H -5.322 -1.922 8.518
H 1.380 -5.486 -5.440
H 1.960 -0.879 -1.828
H -2.775 0.317 -3.258
H 0.471 -2.538 5.114
H 3.080 -4.876 -7.125
H -4.563 -0.920 6.393
H -2.145 -0.647 5.950
H -1.603 2.571 -2.293
H -4.925 4.551 3.260
H -1.356 0.259 1.130
H 3.402 -2.509 -7.755
H -2.175 -2.428 1.794
*
```

[8]
Here is the ion C11H15N2 with charge +1 in a non-equilibrium geometry from the OMol25 dataset. Energies are from wB97M-V/def2-TZVPD.

Orbital gap in eV: 8.99
SMILES: C=CN(C)/C=[NH+]\Cc1ccccc1
Relative energy (zero: lowest compared OMol25 entry of this formula, charge and spin) in kJ/mol: 292.1

ORCA input file:
```
! wB97M-V def2-TZVPD RIJCOSX def2/J DEFGRID3
* xyz 1 1
N -2.865 0.206 -0.516
N -0.346 -0.036 -0.730
C -1.636 0.293 -0.976
C 3.847 -0.297 1.519
C -3.913 0.830 -1.332
C 4.600 0.457 0.583
C 0.619 -1.025 -0.195
C 2.550 -0.637 1.281
C 2.785 0.135 -1.013
C -3.189 -0.220 1.945
C -3.478 -0.361 0.637
C 4.021 0.673 -0.699
C 1.965 -0.452 0.021
H -3.652 1.762 -1.642
H -3.808 -0.769 2.607
H 0.237 -1.342 0.801
H -2.473 0.295 2.464
H -1.639 1.100 -1.865
H 4.602 1.252 -1.472
H -4.849 0.830 -0.771
H 0.300 0.403 -1.267
H 2.004 -1.410 1.941
H 0.585 -1.788 -0.985
H -4.166 0.184 -2.252
H 4.106 -0.259 2.554
H 2.463 0.358 -2.028
H -4.267 -1.136 0.497
H 5.598 0.954 0.893
*
```

[9]
Here is a structure of composition C30H23ClIN6ORuS in a non-equilibrium geometry from the OMol25 dataset. Energies are from wB97M-V/def2-TZVPD.

Orbital gap (alpha / beta) in eV: 7.23 / 5.28
⟨S²⟩: 0.789

ORCA input file:
```
! wB97M-V def2-TZVPD RIJCOSX def2/J DEFGRID3
* xyz 2 2
I 5.576 0.305 0.417
Ru 0.272 0.238 -0.219
Cl 3.788 0.057 5.729
S -5.244 5.336 -0.401
O 2.314 0.285 0.166
N -3.660 5.573 -0.277
N 0.368 0.318 1.935
N 1.426 -2.050 -3.427
N -5.312 3.740 -0.552
N 0.001 2.392 -0.341
N -1.786 0.411 -0.605
C -0.610 0.288 2.815
C -2.280 1.663 -0.537
C -3.625 1.934 -0.608
C 0.611 4.692 -0.128
C 1.204 -2.659 -0.976
C 4.356 0.181 3.139
C 2.077 -2.049 -2.026
C -4.522 0.865 -0.775
C 4.054 0.244 1.785
C -4.019 -0.396 -0.873
C 0.929 3.337 -0.222
C -3.121 4.366 -0.349
C 3.353 0.141 4.091
C 0.535 -4.684 0.176
C -0.704 5.068 -0.153
C -4.054 3.330 -0.504
C -2.634 -0.588 -0.782
C -0.450 -2.552 0.716
C 1.311 -4.042 -0.768
C 1.637 0.249 2.383
C -0.361 -3.923 0.923
C -0.385 0.195 4.197
C 0.123 -1.313 -3.471
C 1.268 -3.432 -3.991
C -1.286 2.766 -0.378
C 2.681 0.258 1.357
C 0.900 0.143 4.656
C 1.956 0.176 3.732
C -1.686 4.078 -0.290
C 0.335 -1.844 -0.228
H 1.953 2.991 -0.215
H 2.027 -4.623 -1.347
H -1.002 6.106 -0.078
H -2.189 -1.571 -0.848
H 2.246 -3.901 -4.028
H 5.387 0.163 3.469
H 0.628 -5.751 0.332
H 0.603 -3.982 -3.335
H -4.663 -1.255 -1.013
H -0.146 -1.165 -4.514
H 1.109 0.076 5.717
H 0.844 -3.345 -4.987
H 1.404 5.423 -0.034
H -1.617 0.344 2.419
H 3.005 -2.602 -2.161
H -5.586 1.064 -0.825
H -0.621 -1.912 -2.957
H 2.071 -1.551 -4.036
H -1.224 0.168 4.878
H -0.976 -4.404 1.675
H 2.312 -1.008 -1.818
H -1.147 -2.001 1.338
H 0.245 -0.363 -2.967
*
```

[10]
Here is a structure of composition C31H52ClN7NaOP from the OMol25 dataset. Energies are from wB97M-V/def2-TZVPD.

Orbital gap in eV: 6.65
Relative energy (zero: lowest compared OMol25 entry of this formula, charge and spin) in kJ/mol: 14.4

ORCA input file:
```
! wB97M-V def2-TZVPD RIJCOSX def2/J DEFGRID3
* xyz 0 1
Cl -2.698 4.475 -1.567
P 2.493 2.047 0.221
Na 0.058 0.238 -0.118
O -4.710 -0.962 -3.387
N -2.098 -0.706 -0.370
N -3.892 -1.915 0.240
N -3.686 -2.009 -1.094
N 2.082 0.603 0.009
N 1.882 2.867 1.603
N 2.108 3.087 -1.069
N 4.142 2.418 0.463
C 0.483 2.711 1.937
C -2.920 -1.125 0.630
C -4.061 2.320 -0.670
C 1.903 2.554 -2.407
C 6.715 3.126 0.812
C 0.278 2.603 3.445
C 2.642 5.141 -2.331
C -4.568 -2.785 -1.947
C -5.370 -3.243 -4.874
C -2.621 -1.284 -1.438
C -3.924 3.251 -1.689
C -5.039 1.346 -0.767
C 4.956 2.284 -0.753
C 2.447 4.061 2.215
C -6.986 -3.985 -3.140
C -5.556 -1.895 -2.719
C 2.337 3.994 3.735
C -5.732 2.236 -2.873
C -5.889 1.285 -1.870
C 0.883 3.809 4.155
C 2.282 4.535 -0.978
C 1.579 4.841 -3.397
C 0.945 3.459 -3.166
C -6.488 -1.209 -1.693
C 4.760 1.745 1.604
C 6.011 2.519 2.036
C -6.960 0.222 -1.981
C 6.448 2.252 -0.406
C -4.755 3.219 -2.793
C -7.416 -1.914 -4.445
C -6.325 -2.756 -3.777
H 4.036 1.695 2.417
H -7.658 -3.727 -2.320
H 6.322 4.128 0.618
H 4.755 3.151 -1.390
H 0.037 3.559 -2.565
H -7.581 -4.503 -3.893
H 2.783 6.218 -2.218
H 5.740 3.308 2.742
H -7.873 -2.488 -5.253
H 2.937 3.153 4.095
H 2.750 4.906 4.176
H 6.687 1.840 2.565
H 2.045 4.876 -4.384
H -0.789 2.519 3.672
H -5.170 -0.130 -3.538
H -7.435 0.299 -2.960
H 3.605 4.735 -2.648
H -4.640 3.955 -3.577
H 2.848 2.462 -2.968
H 7.025 2.578 -1.273
H -3.946 -3.347 -2.641
H 1.519 1.540 -2.303
H 4.681 1.384 -1.320
H -7.746 0.448 -1.256
H 3.485 4.155 1.906
H -6.251 -4.701 -2.768
H 3.074 4.763 -0.261
H 1.366 5.016 -0.602
H 0.097 1.807 1.460
H -7.364 -1.844 -1.553
H -5.138 0.624 0.035
H -6.391 2.216 -3.735
H 1.918 4.966 1.868
H -7.010 -1.001 -4.888
H -4.647 -3.972 -4.506
H -5.991 -1.199 -0.722
H 0.766 1.687 3.790
H 0.796 3.704 5.239
H 5.004 0.705 1.353
H -4.825 -2.417 -5.325
H 0.317 4.707 3.879
H -5.086 -3.483 -1.295
H -5.948 -3.741 -5.656
H -0.109 3.559 1.547
H -3.406 2.365 0.190
H 6.763 1.227 -0.189
H 0.806 5.614 -3.393
H -2.796 -0.846 1.664
H 7.786 3.236 0.996
H -2.282 -1.192 -2.456
H -8.210 -1.643 -3.748
H 0.650 3.004 -4.115
*
```

[11]
Here is a cluster of 6 separate species, CH14O5S2 in total in a non-equilibrium geometry from the OMol25 dataset. Energies are from wB97M-V/def2-TZVPD.

Orbital gap in eV: 9.17
SMILES: CSS.O.O.O.O.O
Relative energy (zero: lowest compared OMol25 entry of this formula, charge and spin) in kJ/mol: 47.7

ORCA input file:
```
! wB97M-V def2-TZVPD RIJCOSX def2/J DEFGRID3
* xyz 0 1
S -2.631 1.352 -1.879
S -1.278 2.873 -1.899
O 0.566 -1.781 2.113
O 0.551 2.196 1.030
O 2.283 -0.092 0.619
O 1.250 -0.832 -1.804
O -0.562 -2.834 -0.096
C -2.145 0.501 -0.352
H -1.107 0.212 -0.361
H 1.728 -0.460 -1.025
H -2.289 1.230 0.450
H -0.043 2.921 0.796
H 0.187 -2.646 1.915
H 1.062 2.615 1.741
H 1.714 -0.482 1.299
H 2.225 0.840 0.891
H -0.037 -1.318 2.711
H -0.271 2.372 -2.629
H -0.338 -3.164 -0.968
H -2.719 -0.407 -0.196
H -0.060 -2.032 0.099
H 1.915 -1.062 -2.455
*
```

[12]
Here is the ion C12H12N3 with charge +1 in a non-equilibrium geometry from the OMol25 dataset. Energies are from wB97M-V/def2-TZVPD.

Orbital gap (alpha / beta) in eV: 7.13 / 7.12
Relative energy (zero: lowest compared OMol25 entry of this formula, charge and spin) in kJ/mol: 412.9

ORCA input file:
```
! wB97M-V def2-TZVPD RIJCOSX def2/J DEFGRID3
* xyz 1 1
N -1.268 3.557 0.050
N -1.577 -1.139 -0.072
N -0.715 -0.151 0.029
C 0.701 1.365 1.891
C 2.506 -0.556 -1.521
C 3.242 0.257 -0.716
C 1.428 0.630 0.856
C 0.638 -0.083 -0.068
C -3.234 0.353 -0.260
C 2.770 0.789 0.481
C -2.276 1.281 -0.233
C -1.038 -2.495 -0.125
C -1.659 2.485 -0.078
C 1.168 -0.621 -1.232
C -2.875 -0.982 -0.224
H 0.020 -2.347 -0.492
H -3.552 -1.813 -0.416
H -1.484 -3.039 -0.926
H -4.253 0.674 -0.241
H 2.849 -1.065 -2.379
H 0.474 -0.982 -1.911
H -0.288 1.799 1.506
H 1.332 2.263 2.275
H 4.263 0.347 -0.900
H 3.375 1.504 1.022
H -0.962 -2.850 0.903
H 0.417 0.817 2.779
*
```

[13]
Here is a cluster of 2 separate species, C5H9OP in total in a non-equilibrium geometry from the OMol25 dataset. Energies are from wB97M-V/def2-TZVPD.

Orbital gap (alpha / beta) in eV: 6.54 / 7.43
Relative energy (zero: lowest compared OMol25 entry of this formula, charge and spin) in kJ/mol: 495.3

ORCA input file:
```
! wB97M-V def2-TZVPD RIJCOSX def2/J DEFGRID3
* xyz 0 1
P 1.173 1.800 -4.289
O 0.525 0.502 -4.388
C -0.350 0.285 -1.338
C -0.911 -0.624 1.011
C 0.756 0.827 -0.505
C 0.051 -0.440 -0.121
C -0.133 -0.736 2.380
H -1.464 -1.497 0.883
H 1.019 -0.568 2.468
H 1.628 0.816 -1.174
H -0.147 -1.720 2.889
H -0.571 -0.081 3.077
H 0.556 1.866 -0.055
H -1.535 0.207 1.091
H -1.394 0.716 -1.590
H 0.797 -1.354 -0.340
*
```